Density functional theory data (the ωB97M-V functional and the def2-TZVPD basis) for C20H20CsN3O3 as an isolated structure in a non-equilibrium geometry.

## Properties
spin multiplicity	1
relative energy (zero: lowest compared OMol25 entry of this formula, charge and spin)	28.1	kJ/mol
E_HOMO	-6.47	eV
strongest force on any atom	2.15	eV/A

Geometry as XYZ:
```
47
Properties=species:S:1:pos:R:3:forces:R:3:mulliken_charge:R:1
Cs 5.07972 11.17881 10.10603 -0.48 -0.39 0.11 1.02
O 6.78802 13.50039 10.14356 0.28 -0.04 0.03 -0.38
O 4.90661 10.65110 14.95376 0.26 0.58 0.13 -0.62
O 5.56086 8.98047 8.33113 0.68 -0.15 0.36 -0.82
N 5.26602 9.55832 16.92776 1.01 -0.14 0.87 0.10
N 8.14908 10.39410 7.92618 0.01 0.19 0.12 -0.14
N 7.48106 11.27991 8.56836 -0.31 -1.41 -0.26 -0.34
C 7.48519 13.69005 8.94362 0.04 -0.04 0.72 0.48
C 6.64000 6.95394 7.81805 1.70 -0.52 -0.63 -0.82
C 5.57040 8.26956 17.56533 -0.56 0.23 -0.05 -0.96
C 8.96555 14.10572 6.68642 -0.65 0.13 -0.11 -0.80
C 9.01320 6.97708 7.04472 -1.18 -1.15 0.17 0.78
C 10.12480 6.22876 6.56903 -0.68 1.11 0.35 -0.90
C 6.64738 8.39011 8.06067 -0.86 0.54 -0.03 0.58
C 7.77834 14.99974 8.57028 0.11 -1.27 -1.29 -0.45
C 11.26285 6.93049 6.23350 0.05 -0.50 -0.52 -0.44
C 7.90340 9.07351 7.85506 0.23 -0.08 -0.31 -0.12
C 11.25948 8.34099 6.32628 1.13 0.49 -0.15 -0.71
C 10.21227 9.03013 6.88605 -0.35 -0.74 -0.49 -0.40
C 7.75448 6.30636 7.34791 -0.33 0.25 0.42 -0.62
C 5.51633 10.77035 17.68315 -0.31 0.22 0.28 -0.95
C 8.57990 12.83128 6.99632 0.55 -1.96 0.69 -0.18
C 8.48909 15.19863 7.39206 0.47 -0.14 0.78 -0.56
C 5.10015 9.64824 15.61075 -0.81 -1.05 -1.40 0.15
C 7.87670 12.55526 8.19608 0.18 1.80 -0.66 0.31
C 7.35689 14.07772 11.34041 -0.46 -1.35 -0.13 -0.79
C 9.02934 8.35369 7.23707 0.36 0.32 0.56 0.75
H 8.44068 14.14490 11.25083 -0.07 0.21 0.02 0.35
H 6.09378 7.61955 16.86450 -0.36 -0.16 -0.02 0.38
H 9.97284 5.15096 6.48622 0.45 0.28 -0.09 0.34
H 7.10021 13.36950 12.15660 0.26 0.40 -0.37 0.25
H 7.37433 15.80253 9.12982 -0.15 0.68 0.55 0.40
H 8.80598 16.17525 7.09478 -0.09 0.54 -0.13 0.38
H 12.13313 8.93792 5.95704 -0.76 -0.79 0.44 0.32
H 5.74377 6.38785 7.99478 -0.34 0.09 0.10 0.42
H 7.72848 5.22177 7.20090 -0.10 0.29 0.01 0.29
H 8.95082 11.91656 6.44718 -0.59 1.39 0.43 0.31
H 10.17550 10.08774 6.99046 0.47 0.60 0.02 0.46
H 5.21014 10.58382 18.71893 -0.03 0.20 -0.18 0.37
H 4.88591 11.57228 17.24478 0.75 -0.33 0.36 0.30
H 6.23846 8.37539 18.42198 -0.06 0.36 -0.11 0.36
H 6.87075 15.01187 11.56890 0.11 0.55 -0.03 0.28
H 9.58259 14.25148 5.83983 0.50 0.24 -0.80 0.41
H 4.61988 7.84626 17.93447 0.54 -0.24 -0.20 0.27
H 12.11472 6.37915 5.82099 -0.19 0.42 0.18 0.34
H 6.60124 11.00751 17.70186 -0.63 0.16 -0.20 0.31
H 5.03925 8.65772 15.09184 0.23 0.21 0.45 0.30
```
Forces are in eV/Å.